ORCA calculation (wB97M-V/def2-TZVPD) on a cluster of 8 separate species, H16O8 in total in a non-equilibrium geometry.

Its relative energy (zero: lowest compared OMol25 entry of this formula, charge and spin) is 2.239 eV. The total energy is -16639.772 eV. As for the SMILES: O.O.O.O.O.O.O.O. Its spin multiplicity is 1.

```
24
Properties=species:S:1:pos:R:3:lowdin_charge:R:1
O -0.88 1.28 -2.76 -0.053
H -1.79 1.22 -2.37 0.103
H -1.01 2.08 -3.27 0.059
O 3.21 -0.27 2.28 -0.054
H 3.45 0.28 3.03 0.037
H 2.33 -0.09 1.97 -0.024
O -2.39 -0.08 1.40 -0.070
H -3.22 0.36 1.16 0.029
H -2.20 -0.70 0.68 -0.024
O 0.75 0.84 1.16 -0.038
H -0.05 1.30 1.13 0.022
H 1.41 1.45 0.71 0.099
O -1.78 -2.21 -0.10 -0.043
H -0.92 -1.93 -0.40 -0.003
H -2.33 -2.05 -0.85 0.038
O 0.32 -0.62 -0.96 -0.067
H 0.28 -0.02 -0.19 -0.008
H 0.11 -0.12 -1.75 0.006
O 0.75 -2.71 1.49 -0.023
H 0.21 -3.46 1.24 0.031
H 1.34 -2.56 0.79 0.007
O 0.76 2.94 -1.17 -0.033
H 0.09 2.46 -1.65 -0.033
H 1.53 2.57 -1.58 0.042
```


ORCA calculation (wB97M-V/def2-TZVPD) on a cluster of 8 separate species, H16O8 in total in a non-equilibrium geometry.

Its relative energy (zero: lowest compared OMol25 entry of this formula, charge and spin) is 5.429 eV. The total energy is -16636.581 eV. As for the SMILES: O.O.O.O.O.O.O.O. Its spin multiplicity is 1.

```
24
Properties=species:S:1:pos:R:3:lowdin_charge:R:1
H -0.34 0.29 -0.12 -0.025
H -1.11 0.86 1.00 -0.013
H -5.57 0.00 0.07 0.080
H -5.20 0.10 -1.49 -0.025
H -3.03 -2.75 0.88 0.088
H -2.90 -2.27 -0.68 0.039
H 0.29 1.64 1.75 0.070
H -0.68 1.22 2.89 0.037
H -0.21 4.02 -1.17 0.026
H 0.32 3.74 0.38 0.068
H 3.02 -2.67 -0.62 0.023
H 1.56 -2.96 -0.77 0.110
H 3.77 0.33 -0.88 -0.042
H 3.98 0.82 -2.44 0.087
H 4.05 -0.26 0.92 0.112
H 4.08 -1.73 0.75 0.050
O -1.14 0.62 0.08 -0.001
O -5.34 0.58 -0.72 -0.056
O -3.17 -3.03 -0.10 -0.131
O 0.21 1.03 2.57 -0.078
O 0.23 3.41 -0.57 -0.081
O 2.20 -2.27 -0.33 -0.123
O 3.34 0.64 -1.65 -0.083
O 3.41 -1.04 0.68 -0.132
```


ORCA calculation (wB97M-V/def2-TZVPD) on a cluster of 8 separate species, H16O8 in total in a non-equilibrium geometry.

Its relative energy (zero: lowest compared OMol25 entry of this formula, charge and spin) is 2.414 eV. The total energy is -16639.596 eV. As for the SMILES: O.O.O.O.O.O.O.O. Its spin multiplicity is 1.

```
24
Properties=species:S:1:pos:R:3:lowdin_charge:R:1
O -1.60 2.56 1.54 -0.033
H -1.91 3.46 1.46 0.043
H -1.79 2.17 0.68 0.020
O 0.28 -0.01 0.18 -0.046
H -0.23 0.44 -0.49 0.017
H 0.35 -0.91 -0.14 0.012
O -1.20 -2.50 -0.52 -0.037
H -1.66 -2.03 0.17 0.055
H -1.60 -2.19 -1.34 0.051
O 0.08 -0.37 2.76 -0.065
H 0.43 -0.54 1.89 -0.021
H -0.73 0.12 2.61 0.007
O 1.61 2.94 1.60 -0.055
H 0.88 2.38 1.31 -0.015
H 1.22 3.54 2.22 0.026
O 1.24 -3.61 0.44 -0.047
H 0.68 -3.21 -0.22 -0.032
H 2.03 -3.87 -0.04 0.026
O 0.97 -2.05 -2.68 -0.039
H 1.44 -1.25 -2.90 0.043
H 1.67 -2.70 -2.54 0.035
O -0.49 2.22 -1.93 -0.032
H -0.40 3.09 -1.54 0.043
H -1.25 2.30 -2.51 0.043
```


ORCA calculation (wB97M-V/def2-TZVPD) on a structure of composition H16O8 in a non-equilibrium geometry.

Its relative energy (zero: lowest compared OMol25 entry of this formula, charge and spin) is 12.300 eV. The total energy is -16629.710 eV. Its spin multiplicity is 1.

```
24
Properties=species:S:1:pos:R:3:lowdin_charge:R:1
O -0.15 -2.48 -0.05 -0.200
H -0.27 -3.39 0.22 0.046
H 1.90 -0.87 1.00 0.087
O -0.81 2.47 -0.83 -0.130
H -1.47 3.18 -0.76 0.059
H -0.47 1.05 -1.45 0.006
O 1.73 -1.28 -1.24 -0.014
H 2.46 1.46 -0.30 0.040
H 1.19 -0.63 -1.73 0.009
O -2.45 -1.62 -0.90 -0.078
H -1.57 -1.88 -0.51 -0.026
H -3.00 -1.63 -0.10 0.052
O -0.32 0.10 -1.65 0.041
H 1.04 -1.92 -0.91 -0.004
H -1.12 -0.38 -1.34 0.047
O 1.18 -1.08 1.62 0.041
H 0.64 -1.69 1.04 0.013
H 2.25 2.12 -0.57 0.047
O -0.76 0.00 1.73 0.108
H 0.14 -0.37 1.84 -0.107
H -0.51 0.96 1.64 0.013
O 0.02 2.44 1.40 -0.073
H 0.74 3.07 1.42 0.060
H -0.41 2.36 0.42 -0.037
```


ORCA calculation (wB97M-V/def2-TZVPD) on a cluster of 8 separate species, H16O8 in total.

Its relative energy (zero: lowest compared OMol25 entry of this formula, charge and spin) is 1.773 eV. The total energy is -16640.238 eV. As for the SMILES: O.O.O.O.O.O.O.O. Its spin multiplicity is 1.

```
24
Properties=species:S:1:pos:R:3:lowdin_charge:R:1
O -0.28 2.82 2.35 -0.058
H -1.00 2.48 1.81 -0.008
H -0.50 2.60 3.26 0.041
O 1.52 -0.07 3.16 -0.075
H 1.45 0.16 2.21 -0.004
H 0.66 -0.47 3.34 0.024
O -0.09 -1.23 -2.77 -0.067
H 0.06 -1.01 -3.69 0.055
H -0.18 -0.38 -2.29 0.014
O -0.60 -2.57 -0.33 -0.062
H -0.54 -2.30 -1.27 0.003
H -1.55 -2.55 -0.12 0.042
O 2.69 -2.21 -0.95 -0.053
H 2.55 -2.31 -1.90 0.030
H 2.53 -1.27 -0.77 0.020
O 0.66 0.26 0.38 -0.066
H -0.17 0.70 0.60 0.022
H 0.40 -0.64 0.10 0.038
O -2.43 1.08 0.95 -0.038
H -3.04 0.52 1.45 0.061
H -2.89 1.27 0.12 0.064
O -0.13 1.59 -1.93 -0.067
H 0.45 2.00 -2.58 0.060
H 0.41 1.53 -1.12 0.024
```


ORCA calculation (wB97M-V/def2-TZVPD) on a cluster of 8 separate species, H16O8 in total.

Its relative energy (zero: lowest compared OMol25 entry of this formula, charge and spin) is 2.598 eV. The total energy is -16639.413 eV. As for the SMILES: O.O.O.O.O.O.O.O. Its spin multiplicity is 1.

```
24
Properties=species:S:1:pos:R:3:lowdin_charge:R:1
O 1.53 3.01 -0.66 -0.039
H 2.48 2.97 -0.62 0.030
H 1.23 2.42 0.03 0.027
O 1.61 1.63 3.83 -0.052
H 2.17 1.80 4.58 0.031
H 2.07 0.95 3.33 0.013
O -4.28 0.72 -1.27 -0.053
H -4.73 0.78 -2.11 0.027
H -3.37 0.51 -1.49 0.021
O 0.41 1.75 -4.02 -0.055
H -0.34 2.32 -4.12 0.029
H 0.75 1.96 -3.15 0.007
O 3.25 -0.51 0.92 -0.046
H 3.67 0.06 0.27 0.031
H 3.96 -1.06 1.25 0.036
O -0.58 -0.60 -0.24 -0.044
H 0.31 -0.54 0.12 0.016
H -0.65 -1.50 -0.55 0.029
O -1.40 -4.26 -2.02 -0.052
H -1.16 -5.00 -1.45 0.029
H -2.31 -4.42 -2.25 0.031
O -1.74 -1.29 3.37 -0.053
H -1.67 -1.04 2.44 0.012
H -1.20 -0.64 3.83 0.024
```


ORCA calculation (wB97M-V/def2-TZVPD) on a cluster of 8 separate species, H16O8 in total in a non-equilibrium geometry.

Its relative energy (zero: lowest compared OMol25 entry of this formula, charge and spin) is 2.509 eV. The total energy is -16639.501 eV. As for the SMILES: O.O.O.O.O.O.O.O. Its spin multiplicity is 1.

```
24
Properties=species:S:1:pos:R:3:lowdin_charge:R:1
O 10.99 -14.79 -14.59 -0.033
H 10.27 -15.36 -14.87 0.014
H 10.73 -13.97 -14.97 -0.016
O 13.60 -13.03 -15.76 -0.010
H 13.97 -12.84 -16.58 0.003
H 12.66 -12.99 -15.71 -0.020
O 8.46 -14.27 -16.86 -0.050
H 8.22 -13.75 -16.12 -0.038
H 8.69 -15.05 -16.30 0.002
O 10.72 -12.22 -15.14 -0.035
H 11.15 -11.57 -14.58 0.080
H 9.80 -11.95 -15.20 0.058
O 8.87 -16.74 -15.28 -0.038
H 9.13 -17.22 -14.52 0.045
H 7.97 -17.09 -15.46 0.093
O 8.07 -13.54 -14.01 -0.041
H 7.91 -14.41 -13.67 0.034
H 7.16 -13.24 -14.26 0.079
O 11.06 -12.89 -11.68 -0.047
H 11.54 -13.29 -12.39 -0.031
H 11.44 -13.12 -10.85 0.019
O 12.99 -14.66 -12.92 -0.085
H 12.63 -15.20 -12.19 0.053
H 12.31 -14.81 -13.59 -0.037
```


ORCA calculation (wB97M-V/def2-TZVPD) on a cluster of 8 separate species, H16O8 in total in a non-equilibrium geometry.

Its relative energy (zero: lowest compared OMol25 entry of this formula, charge and spin) is 1.799 eV. The total energy is -16628.208 eV. The total charge is +1. The expectation value of S² is 0.76. Its spin multiplicity is 2.

```
24
Properties=species:S:1:pos:R:3:lowdin_charge:R:1
O 11.71 -19.27 -16.58 0.065
H 11.15 -19.16 -15.81 0.068
H 11.12 -19.13 -17.32 -0.014
O 10.00 -18.37 -18.48 -0.022
H 9.62 -18.21 -19.34 0.072
H 9.35 -18.07 -17.85 0.080
O 7.54 -21.70 -23.44 -0.014
H 7.48 -20.96 -22.83 -0.003
H 8.31 -22.19 -23.16 0.042
O 9.40 -20.95 -19.95 -0.016
H 8.56 -20.54 -20.14 -0.001
H 9.80 -20.37 -19.30 0.027
O 11.24 -22.85 -17.60 0.191
H 11.76 -22.58 -16.85 0.091
H 11.45 -22.20 -18.28 0.074
O 6.29 -17.97 -21.90 -0.050
H 6.46 -17.74 -22.82 0.044
H 6.85 -18.73 -21.74 -0.029
O 6.94 -20.35 -20.86 -0.036
H 6.81 -21.23 -21.19 0.045
H 6.15 -20.16 -20.35 0.104
O 8.15 -23.41 -19.97 0.193
H 8.60 -22.57 -19.89 0.013
H 7.42 -23.23 -20.57 0.076
```


ORCA calculation (wB97M-V/def2-TZVPD) on a structure of composition H16O8Pb in a non-equilibrium geometry.

Its relative energy (zero: lowest compared OMol25 entry of this formula, charge and spin) is 1.889 eV. The total energy is -21872.578 eV. The total charge is +2. Its spin multiplicity is 1.

```
25
Properties=species:S:1:pos:R:3:lowdin_charge:R:1
Pb -0.02 -0.25 0.14 1.557
O -1.56 1.33 0.89 -0.098
H -2.27 1.13 1.50 0.092
H -1.90 2.14 0.60 0.063
O -2.02 -1.41 -0.27 -0.125
H -2.65 -1.59 0.43 0.088
H -2.54 -1.54 -1.07 0.096
O 1.15 1.55 1.42 -0.106
H 0.90 2.39 0.99 0.086
H 2.06 1.75 1.64 0.087
O 1.36 1.00 -1.31 -0.127
H 1.69 0.74 -2.18 0.101
H 1.84 1.79 -1.12 0.074
O -1.24 0.67 -2.16 -0.085
H -2.01 1.26 -2.07 0.079
H -0.51 1.24 -2.44 0.047
O -0.30 -0.64 2.55 -0.100
H 0.56 -0.50 2.95 0.069
H -0.94 -0.51 3.24 0.079
O 1.95 -1.46 0.80 -0.113
H 2.38 -2.08 0.22 0.074
H 2.55 -1.48 1.55 0.096
O 0.50 -1.77 -1.70 -0.136
H -0.25 -1.94 -2.29 0.071
H 1.29 -1.83 -2.33 0.131
```


ORCA calculation (wB97M-V/def2-TZVPD) on a structure of composition H16O8Pb in a non-equilibrium geometry.

Its relative energy (zero: lowest compared OMol25 entry of this formula, charge and spin) is 18.961 eV. The total energy is -21855.505 eV. The total charge is +2. Its spin multiplicity is 1.

```
25
Properties=species:S:1:pos:R:3:lowdin_charge:R:1
Pb 0.06 -0.09 0.19 0.820
O -1.23 -1.37 0.49 -0.060
H -1.69 -1.63 1.28 0.128
H -1.78 -1.68 -0.23 0.079
O 0.29 1.85 0.89 -0.058
H -0.24 2.42 1.44 0.113
H 1.19 2.02 1.16 0.094
O -1.73 1.03 0.04 -0.054
H -2.59 0.72 0.34 0.109
H -1.93 1.75 -0.55 0.106
O 0.43 -0.20 2.15 -0.043
H -0.02 0.26 2.86 0.103
H 1.05 -0.78 2.59 0.098
O 0.86 -1.74 -0.51 -0.042
H 1.29 -2.40 0.03 0.109
H 0.95 -2.06 -1.41 0.120
O 0.56 0.91 -1.50 -0.052
H -0.08 1.15 -2.17 0.092
H 1.40 1.16 -1.89 0.118
O 1.96 0.10 0.01 -0.076
H 2.50 -0.58 0.41 0.100
H 2.58 0.79 -0.23 0.115
O -1.06 -0.42 -1.50 -0.110
H -1.48 -1.27 -1.60 0.083
H -1.29 0.06 -2.29 0.108
```


ORCA calculation (wB97M-V/def2-TZVPD) on a structure of composition H16O8Pt in a non-equilibrium geometry.

Its relative energy (zero: lowest compared OMol25 entry of this formula, charge and spin) is 0.000 eV. The total energy is -19868.661 eV. The total charge is +2. The expectation value of S² is 2.00. Its spin multiplicity is 3.

```
25
Properties=species:S:1:pos:R:3:lowdin_charge:R:1
Pt -9.12 -14.44 20.93 1.365
O -8.32 -16.67 20.57 -0.086
H -8.18 -17.41 21.18 0.093
H -8.32 -17.07 19.69 0.082
O -6.46 -14.53 20.82 -0.089
H -5.91 -13.91 21.32 0.065
H -5.83 -15.07 20.33 0.074
O -8.69 -14.30 18.65 -0.097
H -8.47 -14.92 17.95 0.094
H -8.24 -13.47 18.42 0.064
O -10.86 -12.95 20.67 -0.082
H -11.04 -12.47 19.85 0.098
H -11.62 -12.80 21.24 0.097
O -8.50 -13.33 22.81 -0.096
H -7.87 -13.67 23.46 0.096
H -8.87 -12.52 23.18 0.098
O -10.38 -15.56 22.65 -0.084
H -11.34 -15.57 22.63 0.081
H -10.12 -16.14 23.37 0.092
O -8.10 -11.96 20.08 -0.076
H -7.15 -11.81 20.08 0.070
H -8.48 -11.08 20.20 0.076
O -10.99 -15.71 19.78 -0.084
H -11.94 -15.52 19.78 0.081
H -10.93 -16.67 19.82 0.070
```


ORCA calculation (wB97M-V/def2-TZVPD) on a structure of composition H16O8V in a non-equilibrium geometry.

Its relative energy (zero: lowest compared OMol25 entry of this formula, charge and spin) is 0.408 eV. The total energy is -42313.972 eV. The total charge is +2. The expectation value of S² is 3.75. Its spin multiplicity is 4.

```
25
Properties=species:S:1:pos:R:3:lowdin_charge:R:1
V 0.05 -0.11 -0.07 1.004
O 1.36 -1.02 -1.66 -0.030
H 1.04 -1.33 -2.46 0.049
H 2.31 -1.27 -1.58 0.122
O 1.98 -0.64 1.12 -0.019
H 2.42 -1.42 0.81 0.072
H 2.24 -0.61 2.02 0.085
O -1.87 -0.38 1.18 -0.023
H -1.78 0.16 1.92 0.031
H -2.79 -0.36 0.90 0.108
O 0.02 1.30 2.00 -0.034
H -0.49 1.60 2.70 0.046
H 0.88 1.77 2.03 0.098
O -0.16 -2.52 0.33 -0.047
H 0.39 -3.15 -0.15 0.081
H -1.10 -2.74 0.19 0.087
O 1.50 1.66 -0.56 -0.049
H 1.54 2.59 -0.37 0.074
H 2.39 1.24 -0.47 0.094
O -1.39 2.08 -0.56 -0.040
H -2.25 2.03 -0.09 0.081
H -1.58 2.82 -1.09 0.062
O -1.26 -0.52 -1.85 -0.050
H -1.59 -1.37 -2.13 0.094
H -1.87 0.18 -2.16 0.101
```


Repeat the tenth record exactly.
ORCA calculation (wB97M-V/def2-TZVPD) on a structure of composition H16O8Pb in a non-equilibrium geometry.

Its relative energy (zero: lowest compared OMol25 entry of this formula, charge and spin) is 18.961 eV. The total energy is -21855.505 eV. The total charge is +2. Its spin multiplicity is 1.

```
25
Properties=species:S:1:pos:R:3:lowdin_charge:R:1
Pb 0.06 -0.09 0.19 0.820
O -1.23 -1.37 0.49 -0.060
H -1.69 -1.63 1.28 0.128
H -1.78 -1.68 -0.23 0.079
O 0.29 1.85 0.89 -0.058
H -0.24 2.42 1.44 0.113
H 1.19 2.02 1.16 0.094
O -1.73 1.03 0.04 -0.054
H -2.59 0.72 0.34 0.109
H -1.93 1.75 -0.55 0.106
O 0.43 -0.20 2.15 -0.043
H -0.02 0.26 2.86 0.103
H 1.05 -0.78 2.59 0.098
O 0.86 -1.74 -0.51 -0.042
H 1.29 -2.40 0.03 0.109
H 0.95 -2.06 -1.41 0.120
O 0.56 0.91 -1.50 -0.052
H -0.08 1.15 -2.17 0.092
H 1.40 1.16 -1.89 0.118
O 1.96 0.10 0.01 -0.076
H 2.50 -0.58 0.41 0.100
H 2.58 0.79 -0.23 0.115
O -1.06 -0.42 -1.50 -0.110
H -1.48 -1.27 -1.60 0.083
H -1.29 0.06 -2.29 0.108
```


Which formula does entry 12 have?
H16O8V